# 1
{"formula": "C6H8O2", "method": "wB97M-V/def2-TZVPD", "e_homo_ev": -9.3, "largest_force_ev_per_a": 3.6, "e_above_lowest_kcal_mol": 61.50, "total_energy_ha": -383.81212, "total_charge": 0, "orbital_gap_ev": 9.70, "species": ["C", "C", "C", "C", "C", "C", "O", "O", "H", "H", "H", "H", "H", "H", "H", "H"], "positions_angstrom": [[0.45, 1.20, 0.45], [0.60, -0.60, -1.52], [-0.07, -0.03, 1.07], [-0.18, 0.17, -0.54], [0.78, -1.10, 1.67], [-1.49, 0.80, -1.15], [1.13, 2.16, 0.43], [0.35, -0.64, -2.71], [1.55, -0.94, -1.08], [-0.92, 0.16, 1.58], [1.14, -0.73, 2.65], [1.68, -1.38, 1.14], [0.18, -1.98, 1.81], [-1.83, 1.43, -0.35], [-2.16, 0.05, -1.51], [-1.22, 1.42, -1.95]]}

# 2
{"formula": "C22H35N3O3", "method": "wB97M-V/def2-TZVPD", "e_homo_ev": -8.2, "largest_force_ev_per_a": 0.5, "e_above_lowest_kcal_mol": 0.00, "total_energy_ha": -1249.35186, "total_charge": 0, "orbital_gap_ev": 8.72, "species": ["C", "C", "O", "N", "C", "H", "C", "H", "H", "C", "N", "C", "O", "N", "C", "C", "C", "C", "C", "C", "H", "C", "H", "H", "H", "C", "H", "H", "H", "H", "H", "H", "C", "H", "H", "C", "C", "O", "C", "C", "H", "H", "H", "C", "H", "H", "H", "H", "H", "H", "H", "H", "C", "H", "C", "H", "H", "H", "H", "H", "H", "H", "H"], "positions_angstrom": [[5.20, 4.17, 2.73], [5.19, 2.93, 1.85], [6.01, 2.78, 0.97], [4.25, 2.00, 2.12], [3.14, 2.13, 3.04], [3.27, 2.99, 3.69], [1.83, 2.24, 2.26], [0.99, 2.31, 2.95], [1.86, 3.15, 1.65], [1.66, 1.01, 1.36], [0.38, 1.03, 0.67], [-0.46, -0.04, 0.89], [-0.07, -1.06, 1.43], [-1.75, 0.17, 0.48], [-2.73, -0.79, 0.21], [-3.96, -0.34, -0.28], [-4.94, -1.25, -0.61], [-4.74, -2.62, -0.47], [-3.51, -3.07, 0.03], [-2.53, -2.15, 0.37], [-1.58, -2.50, 0.76], [-3.25, -4.53, 0.20], [-2.25, -4.70, 0.59], [-3.97, -4.97, 0.89], [-3.35, -5.05, -0.75], [-5.82, -3.59, -0.84], [-5.48, -4.27, -1.62], [-6.11, -4.19, 0.02], [-6.70, -3.06, -1.21], [-5.89, -0.89, -0.99], [-4.14, 0.72, -0.41], [-2.03, 1.12, 0.29], [0.11, 2.07, -0.30], [1.03, 2.66, -0.39], [-0.67, 2.76, 0.07], [-0.28, 1.58, -1.70], [0.57, 0.40, -2.20], [0.02, -0.23, -3.33], [-1.01, -1.18, -3.08], [-0.45, -2.50, -2.56], [0.03, -2.38, -1.59], [-1.26, -3.21, -2.44], [0.28, -2.90, -3.26], [-1.75, -1.37, -4.40], [-2.58, -2.05, -4.26], [-1.06, -1.78, -5.14], [-2.12, -0.42, -4.76], [-1.71, -0.78, -2.33], [0.71, -0.32, -1.38], [1.56, 0.76, -2.51], [-1.32, 1.26, -1.72], [-0.19, 2.41, -2.40], [2.88, 0.87, 0.44], [2.80, -0.04, -0.15], [4.15, 0.82, 1.28], [5.04, 0.80, 0.64], [4.14, -0.07, 1.92], [2.95, 1.72, -0.25], [1.62, 0.12, 2.00], [3.11, 1.23, 3.67], [6.03, 4.80, 2.41], [5.33, 3.91, 3.77], [4.27, 4.74, 2.61]]}

# 3
{"formula": "C4H7N3", "method": "wB97M-V/def2-TZVPD", "e_homo_ev": -8.8, "largest_force_ev_per_a": 0.5, "e_above_lowest_kcal_mol": 116.89, "total_energy_ha": -320.69702, "total_charge": 0, "orbital_gap_ev": 9.47, "species": ["C", "N", "C", "N", "N", "C", "C", "H", "H", "H", "H", "H", "H", "H"], "positions_angstrom": [[2.06, 0.37, 0.13], [0.92, 0.57, -0.74], [-0.20, 1.11, -0.30], [-1.23, 1.34, -1.02], [-2.36, 0.80, -1.15], [-1.45, -1.37, 0.89], [-0.66, -1.95, 1.58], [1.91, 0.98, 1.02], [2.14, -0.68, 0.44], [2.98, 0.67, -0.37], [0.95, 0.11, -1.64], [-2.93, 1.44, -1.71], [-2.14, -0.84, 0.25], [0.04, -2.47, 2.21]]}

# 4
{"formula": "C5H11NO", "method": "wB97M-V/def2-TZVPD", "e_homo_ev": [-6.3, -6.3], "largest_force_ev_per_a": 0.5, "e_above_lowest_kcal_mol": 129.20, "total_energy_ha": -326.92545, "total_charge": 0, "orbital_gap_ev": [6.75, 6.74], "species": ["C", "C", "C", "N", "C", "C", "O", "H", "H", "H", "H", "H", "H", "H", "H", "H", "H", "H"], "positions_angstrom": [[-1.27, -1.22, -0.21], [-0.82, 1.33, 0.54], [1.72, 0.82, -0.67], [0.01, -1.54, -0.33], [0.84, -1.11, 0.74], [1.22, 0.21, 0.62], [-2.09, -1.54, -1.23], [-3.00, -1.31, -1.00], [0.39, -1.56, -1.27], [-1.67, -1.05, 0.78], [0.54, -1.50, 1.70], [1.64, 0.67, 1.51], [-1.43, 1.54, -0.34], [-1.44, 1.11, 1.41], [-0.19, 2.19, 0.76], [2.75, 0.51, -0.87], [1.11, 0.54, -1.53], [1.71, 1.91, -0.62]]}

# 5
{"formula": "C30H36N4O6S", "method": "wB97M-V/def2-TZVPD", "e_homo_ev": -8.4, "largest_force_ev_per_a": 0.7, "total_energy_ha": -2233.63329, "total_charge": 0, "orbital_gap_ev": 8.48, "species": ["C", "H", "H", "H", "S", "C", "C", "H", "H", "C", "N", "C", "O", "C", "N", "C", "O", "C", "C", "C", "C", "C", "C", "N", "C", "O", "H", "H", "H", "H", "H", "H", "C", "C", "C", "C", "C", "C", "C", "H", "H", "H", "H", "H", "H", "H", "H", "C", "O", "N", "H", "C", "H", "H", "C", "C", "C", "C", "C", "O", "O", "H", "H", "C", "C", "H", "H", "H", "H", "H", "H", "H", "H", "H", "H", "H", "H"], "positions_angstrom": [[-0.99, 4.81, 2.19], [-0.71, 4.56, 3.21], [-1.19, 3.91, 1.61], [-1.87, 5.44, 2.19], [0.34, 5.80, 1.43], [1.77, 4.67, 1.59], [2.19, 4.06, 0.26], [2.32, 4.85, -0.48], [3.16, 3.55, 0.39], [1.17, 3.06, -0.30], [1.07, 1.92, 0.57], [-0.10, 1.40, 0.98], [-1.18, 1.83, 0.62], [-0.04, 0.26, 2.00], [-0.38, -1.01, 1.36], [0.41, -1.45, 0.33], [1.34, -0.77, -0.08], [0.09, -2.77, -0.21], [0.89, -3.34, -1.20], [0.55, -4.57, -1.74], [-0.59, -5.22, -1.30], [-1.39, -4.67, -0.31], [-1.04, -3.44, 0.24], [-1.79, -2.86, 1.24], [-1.52, -1.66, 1.82], [-2.21, -1.22, 2.71], [-2.64, -3.31, 1.54], [-2.27, -5.18, 0.03], [-0.86, -6.18, -1.73], [1.17, -5.01, -2.50], [1.77, -2.81, -1.53], [-0.87, 0.45, 2.70], [1.26, 0.10, 2.81], [1.05, -1.00, 3.81], [0.43, -0.75, 5.02], [0.17, -1.79, 5.91], [0.53, -3.08, 5.58], [1.15, -3.34, 4.37], [1.41, -2.31, 3.49], [1.90, -2.51, 2.55], [1.43, -4.35, 4.11], [0.32, -3.89, 6.27], [-0.31, -1.58, 6.85], [0.14, 0.26, 5.28], [1.47, 1.05, 3.31], [2.09, -0.15, 2.15], [1.93, 1.44, 0.81], [1.52, 2.74, -1.77], [1.71, 3.65, -2.55], [1.60, 1.44, -2.09], [1.44, 0.73, -1.40], [1.67, 1.03, -3.48], [2.44, 0.26, -3.58], [1.96, 1.91, -4.05], [0.32, 0.49, -3.99], [0.00, -0.85, -3.33], [-1.41, -1.35, -3.65], [-2.44, -0.29, -3.27], [-2.41, -0.04, -1.77], [-2.03, -0.85, -0.96], [-2.83, 1.17, -1.43], [-2.61, 1.37, -0.50], [-3.45, -0.66, -3.50], [-2.17, 0.98, -4.07], [-0.78, 1.52, -3.74], [-0.58, 2.42, -4.34], [-0.77, 1.82, -2.69], [-2.92, 1.74, -3.84], [-2.24, 0.75, -5.13], [-1.59, -2.27, -3.08], [-1.50, -1.58, -4.71], [0.09, -0.75, -2.25], [0.73, -1.60, -3.66], [0.41, 0.33, -5.07], [0.19, 3.54, -0.33], [1.50, 3.90, 2.31], [2.58, 5.27, 2.00]]}

# 6
{"formula": "C18H42MnN4O6", "method": "wB97M-V/def2-TZVPD", "multiplicity": 6, "e_homo_ev": [-6.4, -6.7], "largest_force_ev_per_a": 5.3, "e_above_lowest_kcal_mol": 5.90, "total_energy_ha": -2532.39776, "total_charge": 0, "orbital_gap_ev": [7.06, 7.40], "species": ["Mn", "C", "C", "C", "O", "H", "H", "H", "H", "H", "H", "H", "C", "C", "C", "O", "H", "H", "H", "H", "H", "H", "H", "C", "O", "N", "C", "C", "H", "H", "H", "H", "H", "H", "H", "C", "O", "N", "C", "C", "H", "H", "H", "H", "H", "H", "H", "C", "O", "N", "C", "C", "H", "H", "H", "H", "H", "H", "H", "C", "O", "N", "C", "C", "H", "H", "H", "H", "H", "H", "H"], "positions_angstrom": [[0.13, -0.34, 0.32], [2.00, 3.52, -1.06], [0.57, 3.10, -0.66], [-0.46, 3.45, -1.76], [0.48, 1.78, -0.08], [2.35, 4.43, -0.58], [2.21, 3.63, -2.13], [2.78, 2.83, -0.75], [0.27, 3.79, 0.14], [-0.60, 4.53, -1.74], [-1.44, 3.08, -1.45], [-0.26, 3.07, -2.77], [1.02, -4.32, 0.18], [-0.07, -3.60, 1.02], [0.32, -3.91, 2.53], [-0.54, -2.35, 0.56], [0.75, -4.11, -0.85], [0.97, -5.40, 0.34], [2.04, -3.95, 0.20], [-0.91, -4.30, 0.98], [0.09, -4.90, 2.91], [-0.31, -3.29, 3.18], [1.38, -3.65, 2.66], [1.98, -1.63, -2.37], [1.63, -1.24, -1.23], [1.71, -0.98, -3.54], [2.43, -1.45, -4.73], [0.86, 0.19, -3.65], [2.53, -2.58, -2.43], [2.87, -2.44, -4.67], [3.29, -0.78, -4.72], [1.99, -1.44, -5.73], [-0.12, -0.25, -3.83], [0.81, 0.88, -2.80], [1.24, 0.95, -4.33], [-2.98, -0.46, -0.86], [-1.83, -0.13, -1.12], [-3.97, 0.34, -1.32], [-3.75, 1.54, -2.04], [-5.36, -0.10, -1.03], [-3.09, -1.47, -0.44], [-3.07, 2.07, -1.38], [-4.61, 2.16, -2.27], [-3.04, 1.23, -2.81], [-5.82, -0.10, -2.02], [-5.35, -1.10, -0.60], [-5.89, 0.58, -0.36], [2.86, 0.45, 1.91], [1.96, -0.32, 1.43], [4.02, -0.01, 2.25], [5.21, 0.89, 2.39], [4.40, -1.44, 2.31], [2.79, 1.53, 2.09], [4.99, 1.93, 2.14], [5.94, 0.53, 1.66], [5.63, 0.95, 3.39], [4.80, -1.94, 1.44], [4.95, -1.65, 3.23], [3.58, -2.09, 2.62], [-2.01, 0.03, 2.75], [-0.94, 0.18, 2.14], [-2.95, 1.06, 2.74], [-4.34, 0.78, 2.96], [-2.53, 2.50, 2.53], [-2.30, -0.95, 3.15], [-4.54, -0.29, 2.94], [-4.69, 1.02, 1.96], [-4.82, 1.36, 3.75], [-2.22, 3.04, 3.43], [-1.69, 2.55, 1.84], [-3.33, 3.03, 2.03]]}

# 7
{"formula": "C19H22F4N6O2SeSn", "method": "wB97M-V/def2-TZVPD", "e_homo_ev": -7.2, "largest_force_ev_per_a": 1.0, "e_above_lowest_kcal_mol": 12.75, "total_energy_ha": -4231.44621, "total_charge": 0, "orbital_gap_ev": 7.37, "species": ["Sn", "C", "N", "C", "C", "C", "N", "C", "C", "F", "C", "F", "C", "C", "F", "C", "F", "H", "H", "H", "H", "H", "H", "H", "H", "H", "H", "H", "N", "N", "C", "O", "O", "H", "H", "H", "C", "N", "C", "Se", "N", "C", "C", "C", "C", "C", "C", "H", "H", "H", "H", "H", "H", "H", "H"], "positions_angstrom": [[-0.02, -0.41, 0.35], [-3.30, 0.62, 0.12], [-2.09, 1.26, 0.62], [-2.34, 1.76, 1.96], [-1.68, 2.33, -0.29], [-0.31, 2.93, 0.02], [0.68, 1.92, 0.35], [1.95, 2.32, 0.45], [2.92, 1.39, 0.92], [2.46, 0.14, 1.27], [4.25, 1.67, 1.06], [5.07, 0.71, 1.55], [4.77, 2.91, 0.75], [3.87, 3.85, 0.28], [4.32, 5.07, -0.05], [2.52, 3.59, 0.15], [1.76, 4.62, -0.31], [-4.15, 1.32, 0.09], [-3.56, -0.22, 0.76], [-3.13, 0.24, -0.88], [-3.18, 2.47, 1.98], [-1.45, 2.25, 2.34], [-2.58, 0.91, 2.60], [-2.42, 3.15, -0.30], [-1.63, 1.90, -1.29], [-0.38, 3.66, 0.83], [-0.03, 3.48, -0.88], [5.81, 3.14, 0.86], [0.21, -0.49, 3.05], [-0.23, -1.74, 3.52], [-0.43, -2.78, 2.62], [-0.46, -3.92, 3.04], [-0.60, -2.43, 1.40], [1.23, -0.41, 3.10], [-0.20, 0.25, 3.62], [0.15, -2.05, 4.41], [3.55, -4.94, -1.98], [2.42, -5.01, -1.09], [1.63, -3.98, -0.70], [1.74, -2.24, -1.30], [0.71, -4.44, 0.16], [0.91, -5.78, 0.37], [0.24, -6.69, 1.17], [0.66, -8.01, 1.09], [1.72, -8.39, 0.27], [2.41, -7.47, -0.50], [1.99, -6.15, -0.44], [3.72, -3.90, -2.25], [3.35, -5.52, -2.88], [4.43, -5.34, -1.48], [0.04, -3.83, 0.65], [-0.56, -6.37, 1.81], [0.17, -8.76, 1.69], [2.00, -9.43, 0.22], [3.23, -7.78, -1.13]]}